{
  "formula": "C35H50AsN5O4SV",
  "method": "ωB97M-V/def2-TZVPD",
  "multiplicity": 3,
  "e_tot_ha": -5515.36243,
  "largest_force_ev_per_a": 3.5,
  "total_charge": 3,
  "elements": ["V", "C", "C", "C", "C", "C", "C", "C", "N", "C", "C", "C", "C", "C", "C", "C", "N", "C", "C", "C", "C", "H", "H", "H", "H", "H", "H", "H", "H", "H", "H", "H", "H", "H", "H", "H", "H", "H", "H", "H", "H", "H", "H", "H", "H", "C", "C", "S", "O", "O", "C", "C", "N", "C", "N", "C", "C", "N", "O", "O", "C", "H", "H", "H", "H", "H", "H", "H", "H", "H", "H", "H", "H", "H", "C", "As", "C", "C", "C", "C", "C", "C", "C", "C", "H", "H", "H", "H", "H", "H", "H", "H", "H", "H", "H", "H", "H"],
  "positions_angstrom": [[-0.216393, 0.275905, -1.136165], [6.130862, -0.751419, -0.684156], [5.505701, -1.935097, -1.494410], [5.911947, -3.283488, -0.851911], [6.117594, -1.881441, -2.880479], [3.998517, -1.752533, -1.481459], [3.128013, -1.849312, -2.623419], [1.836763, -1.437769, -2.548500], [1.263304, -1.040007, -1.379546], [2.002553, -1.129045, -0.217605], [3.344915, -1.511737, -0.282969], [1.331355, -0.851891, 1.058400], [1.703915, -1.399689, 2.283324], [0.933350, -1.118639, 3.409596], [-0.158429, -0.210586, 3.223662], [-0.429086, 0.340176, 2.006916], [0.245239, -0.052683, 0.910844], [1.174676, -1.830181, 4.770357], [-0.187624, -2.126374, 5.388632], [2.002645, -3.131395, 4.627717], [1.924205, -0.922058, 5.786865], [7.228108, -0.831715, -0.705187], [5.752110, -0.701597, 0.334967], [5.889286, 0.183597, -1.172446], [7.018384, -3.369230, -0.804375], [5.534261, -4.133104, -1.461209], [5.458562, -3.419552, 0.134909], [7.227815, -1.885235, -2.841874], [5.816618, -1.007869, -3.424983], [5.813411, -2.753890, -3.465942], [3.479903, -2.183724, -3.591915], [1.148762, -1.498260, -3.404392], [3.868049, -1.549804, 0.664166], [2.585268, -2.025727, 2.328110], [-0.773472, 0.022773, 4.115618], [-1.255691, 1.023727, 1.869182], [-0.808394, -2.649881, 4.674726], [-0.712472, -1.221126, 5.692121], [-0.087397, -2.729218, 6.294899], [1.659750, -3.782924, 3.809541], [1.907440, -3.723848, 5.537887], [3.050926, -2.935481, 4.445974], [1.351230, -0.036565, 6.010739], [2.919967, -0.639363, 5.398149], [2.090232, -1.443698, 6.736035], [-9.107361, 2.579032, -0.267091], [-8.352648, 1.330693, 0.227411], [-6.715918, 0.947019, -0.530765], [-6.726656, 1.495415, -1.885900], [-5.654382, 1.287395, 0.401276], [-6.676979, -0.867221, -0.738031], [-5.633145, -1.339855, -1.750938], [-4.227360, -1.286800, -1.302267], [-3.254761, -0.398824, -1.709365], [-2.091467, -0.652549, -1.124801], [-2.258858, -1.750217, -0.320048], [-3.556325, -2.181711, -0.394176], [-3.980679, -3.430327, 0.106761], [-3.208490, -3.978653, 0.866297], [-5.098178, -3.848760, -0.290776], [-3.378708, 0.678843, -2.689380], [-10.041449, 2.659271, 0.310671], [-9.369861, 2.478999, -1.323139], [-8.601540, 3.526619, -0.072285], [-8.954517, 0.416232, 0.007041], [-8.080978, 1.419009, 1.283431], [-7.687353, -1.120913, -1.110144], [-6.586354, -1.350423, 0.261661], [-5.722638, -0.744030, -2.637413], [-5.772504, -2.399468, -1.962889], [-1.475393, -2.172439, 0.272631], [-2.637963, 1.415070, -2.436908], [-4.387639, 1.117843, -2.647881], [-3.189865, 0.180904, -3.653933], [0.377744, 2.276434, -4.124616], [0.166263, 2.475283, -2.218568], [-1.162051, 3.943846, -2.434831], [1.808172, 3.609314, -2.091643], [2.522241, 3.480421, -0.794146], [1.860328, 3.692758, 0.420075], [2.550819, 3.581768, 1.632283], [3.906633, 3.297522, 1.616593], [4.611583, 3.131679, 0.435857], [3.886696, 3.172056, -0.747596], [0.710603, 3.232881, -4.527734], [-0.635468, 2.049087, -4.556099], [1.097926, 1.491898, -4.379994], [-0.688785, 4.840253, -2.829235], [-1.535013, 4.126109, -1.412266], [-1.940068, 3.647870, -3.153563], [1.374441, 4.628104, -2.244142], [2.459827, 3.435428, -2.937635], [0.784860, 3.934427, 0.430164], [2.084447, 3.681366, 2.607213], [4.408880, 3.173140, 2.581018], [5.685366, 3.023584, 0.458218], [4.367806, 2.955562, -1.678775]],
  "atomic_forces_ev_per_a": [[-0.725, -1.974, 1.837], [-0.097, -0.435, -0.287], [0.842, 0.352, 0.441], [-0.408, -0.597, -0.252], [0.297, -0.728, -0.435], [-0.494, -0.577, -1.047], [1.372, 0.206, 0.262], [-1.036, -0.240, 0.122], [0.213, 0.750, 0.766], [1.239, -0.967, -1.170], [-1.080, 0.539, 0.865], [-0.570, 0.189, 0.111], [0.020, 0.562, -0.680], [-0.543, 0.039, 0.599], [0.672, -0.570, 1.771], [-0.395, -0.399, -0.220], [0.277, 0.511, -0.932], [0.336, 0.187, 0.330], [-0.234, -0.126, 0.090], [-0.673, -0.074, -0.596], [0.697, -0.036, -0.712], [-0.430, -0.153, 0.232], [0.304, -0.041, 0.119], [-0.133, 0.342, -0.138], [-0.757, 0.165, 0.095], [0.294, 0.500, 0.217], [0.339, 0.117, 0.073], [-0.747, -0.036, 0.143], [-0.134, 0.638, -0.310], [0.118, 0.022, -0.045], [0.218, 0.053, 0.128], [0.480, 0.177, 0.286], [0.169, 0.008, -0.175], [-0.158, -0.108, 0.112], [0.405, 0.060, -0.926], [-0.036, 0.052, -0.039], [-0.348, -0.344, -0.052], [0.032, 0.038, 0.020], [0.091, -0.003, -0.213], [-0.126, 0.199, 0.161], [0.114, 0.179, 0.026], [0.327, 0.143, 0.096], [-0.138, 0.438, 0.017], [-0.420, 0.009, 0.194], [-0.158, -0.129, -0.301], [-0.003, -0.185, 0.047], [0.194, -0.540, -0.126], [-0.878, 0.652, -0.493], [0.634, -0.457, 0.708], [0.004, -0.109, -0.530], [-0.559, -0.198, 0.790], [-0.141, -0.429, 0.584], [2.446, 0.254, 0.663], [-1.918, -1.060, 0.840], [1.174, 0.152, 0.446], [-1.006, -0.530, 0.345], [1.125, 2.376, -1.756], [-2.509, -1.473, -0.021], [-0.603, 0.097, -0.431], [2.390, 0.814, 0.939], [-1.166, -0.646, -0.347], [0.253, -0.326, -0.192], [0.131, 0.169, 0.164], [0.296, -0.259, -0.213], [0.357, 0.656, 0.480], [-0.319, -0.287, -0.058], [0.578, -0.041, -0.087], [0.098, 0.394, -0.649], [0.066, 0.198, -0.581], [-0.422, 0.202, -0.188], [0.196, -0.217, 0.094], [0.268, 0.535, -0.233], [0.332, 0.067, -0.258], [-0.115, 0.688, -0.077], [-1.173, -1.255, -0.974], [0.679, 2.874, -1.923], [-0.558, -0.735, 1.136], [-0.425, 0.623, 0.769], [0.513, -0.026, 1.102], [-0.331, -0.033, 0.392], [-0.158, -0.266, -0.475], [0.460, -0.149, 0.853], [-0.708, 0.158, 0.065], [-0.241, 0.065, -0.315], [-0.006, -0.029, 0.169], [1.090, 0.066, 0.152], [-0.183, 0.187, -0.105], [0.390, -0.193, 0.108], [-0.307, 0.260, -0.713], [0.102, -0.060, 0.551], [0.331, -0.734, 0.251], [-0.021, -0.460, -0.202], [0.460, 0.013, 0.004], [-0.261, 0.166, -0.287], [-0.023, 0.248, -0.394], [0.025, -0.269, -0.153], [0.433, 0.115, -0.457]],
  "lowdin_spin": [2.024, 0.000, 0.000, 0.000, 0.000, 0.001, 0.000, 0.005, -0.011, 0.003, -0.001, 0.005, -0.002, 0.005, 0.000, 0.003, -0.011, 0.001, 0.000, 0.000, 0.000, 0.000, 0.000, 0.000, 0.000, 0.000, 0.000, 0.000, 0.000, 0.000, 0.000, 0.000, 0.000, 0.000, 0.000, 0.000, 0.000, 0.000, 0.000, 0.000, 0.000, 0.000, 0.000, 0.000, 0.000, 0.000, 0.000, 0.000, 0.000, 0.000, 0.000, 0.000, 0.003, 0.005, -0.010, 0.003, 0.001, 0.000, 0.000, 0.000, 0.003, 0.000, 0.000, 0.000, 0.000, 0.000, 0.000, 0.000, 0.000, 0.000, 0.000, 0.001, 0.000, 0.000, 0.001, -0.018, -0.004, -0.005, 0.000, 0.000, 0.000, 0.000, 0.000, 0.000, -0.001, 0.000, 0.000, -0.001, 0.000, 0.000, -0.001, 0.000, 0.000, 0.000, 0.000, 0.000, 0.000]
}